No. 1
The ion C16H16N3O3S2 with charge -1 in a non-equilibrium geometry. Source: OMol25; level of theory: ωB97M-V with the def2-TZVPD basis set.

Gap between HOMO and LUMO ... 0.2309 Eh
E ... -49134.20140 eV
Maximum force ... 4.5 eV Å⁻¹
LUMO level ... 1.697 eV
Net charge ... -1

Cartesian coordinates (Å):
O 4.1062 -1.3779 0.1766
O 2.3714 -1.9174 -1.2306
S -1.2958 1.4636 3.4026
N 0.8390 0.2285 0.3721
O 1.0145 0.8454 -1.7292
S -0.8925 -2.1204 1.8146
C 2.9608 -1.8836 -0.0822
C -0.6303 1.2964 1.9866
C 0.3207 0.2842 1.5676
C 0.3793 1.1096 -0.5610
C -0.6845 2.0669 -0.3977
C -2.7510 4.6611 -3.1690
C -3.2176 4.4935 -1.8043
C -1.6270 3.8616 -3.6193
C -2.4074 3.6851 -1.0049
C -0.9603 2.9321 -2.7709
C -1.3374 2.8952 -1.4050
N -1.1405 2.1295 0.9506
N 1.7435 -1.7790 2.4057
C 1.1368 -5.0098 1.6135
C -0.1161 -2.9726 0.3352
C 2.2219 -2.5344 1.2191
C 1.1868 -3.7071 0.6750
C 0.4705 -0.9911 2.3880
H 1.5138 0.0287 -1.5368
H -3.3037 5.2620 -3.8364
H -3.9239 5.1051 -1.2684
H -1.3996 4.0062 -4.6997
H -2.7830 3.7765 -0.0655
H -0.1281 2.3694 -3.3581
H -1.8700 2.8543 1.2204
H 2.5724 -1.2475 2.7978
H 2.1138 -5.4540 1.6355
H 0.3165 -5.7735 1.3958
H 0.9692 -4.7948 2.6675
H -0.8055 -3.7196 -0.2279
H 0.1241 -2.2431 -0.5367
H 3.0520 -3.2053 1.5784
H 1.5296 -4.0741 -0.2931
H 0.3316 -0.5498 3.3942

No. 2
A structure of composition C16H16N5RuS3. Source: OMol25; level of theory: ωB97M-V with the def2-TZVPD basis set.

Gap between HOMO and LUMO (alpha / beta) ... 0.2634 / 0.2128 Eh
E ... -59361.68318 eV
Maximum force ... 0.9 eV Å⁻¹
LUMO level (alpha / beta) ... -10.491 / -12.434 eV
2S+1 ... 5
Net charge ... +3

Cartesian coordinates (Å):
Ru 0.6846 -0.2256 -1.2272
N 3.9738 -0.8570 1.4174
C 2.8662 -0.7728 0.7333
S 2.9064 -0.7819 -1.0083
N 1.7236 -0.7169 1.5019
N 0.6344 -0.6411 0.7759
C -0.5966 -0.5788 1.3748
C -0.8532 -0.3480 2.7458
C -0.0379 -0.8391 3.8117
C -0.3722 -0.5633 5.1099
C -1.4788 0.2471 5.3983
C -2.2745 0.7716 4.3746
C -1.9896 0.4617 3.0725
C -1.6803 -0.7792 0.3833
C -2.9385 -1.2301 0.7243
C -3.8772 -1.4704 -0.2801
C -3.5255 -1.2763 -1.5995
C -2.2305 -0.8784 -1.8887
N -1.3264 -0.6452 -0.9293
H 4.8739 -0.9218 0.9573
H 3.9556 -0.8721 2.4312
H 0.7920 -1.4903 3.6035
H 0.2126 -0.9801 5.9182
H -1.7230 0.4676 6.4303
H -3.1044 1.4232 4.6098
H -2.5765 0.9116 2.2832
H -3.1848 -1.4294 1.7566
H -4.8673 -1.8238 -0.0212
H -4.2243 -1.4572 -2.4053
H -1.9028 -0.7509 -2.9108
S 0.8724 2.3109 -1.3732
C 1.3508 1.9824 -2.9624
N 2.1652 2.6096 -3.7521
C 2.5275 1.9828 -5.0458
C 1.9888 0.5298 -5.0369
S 0.7561 0.5090 -3.6772
H 2.5735 3.4990 -3.4792
H 3.6108 1.9850 -5.1319
H 2.1094 2.5609 -5.8660
H 2.7590 -0.2198 -4.8815
H 1.4278 0.2971 -5.9371